1.
DFT (ωB97M-V with the def2-TZVPD basis set) results for C38H40ClN8PS2Ti as an isolated structure in a non-equilibrium geometry.

ORCA input file:
```
! wB97M-V def2-TZVPD RIJCOSX def2/J DEFGRID3
* xyz 2 1
Ti -0.446 0.605 0.015
S 0.068 1.304 2.126
C -1.608 1.270 2.575
C -1.948 2.200 3.558
C -3.269 2.283 3.976
C -3.618 3.211 5.019
N -3.874 3.933 5.901
C -4.242 1.398 3.440
C -3.908 0.458 2.458
C -2.579 0.334 2.035
S -2.160 -0.916 0.918
C -5.590 1.468 3.901
N -6.676 1.469 4.324
H -1.196 2.899 3.944
H -4.644 -0.244 2.054
C 2.265 4.342 0.930
N 2.655 3.582 -0.228
C 4.045 3.648 -0.667
C 4.072 2.747 -1.891
N 2.780 2.060 -1.833
C 2.445 1.234 -2.985
C 1.987 2.563 -0.854
N 0.690 2.247 -0.666
C -0.201 3.401 -0.902
C -1.644 2.978 -1.100
N -1.679 1.556 -1.430
C -2.768 1.057 -2.042
N -2.807 -0.245 -2.426
C -1.656 -1.075 -2.617
C -4.133 -0.624 -2.918
C -4.890 0.695 -2.899
N -3.979 1.648 -2.244
C -4.395 3.022 -2.102
H 3.156 4.532 1.537
H 1.563 3.802 1.573
H 1.791 5.298 0.656
H 4.749 3.256 0.079
H 4.371 4.664 -0.897
H 4.881 2.014 -1.853
H 4.262 3.299 -2.836
H 3.097 0.363 -2.945
H 2.640 1.809 -3.921
H 1.415 0.928 -2.941
H 0.194 3.919 -1.802
H -0.107 4.108 -0.057
H -2.067 3.582 -1.905
H -2.241 3.149 -0.197
H -1.081 -1.045 -1.669
H -0.991 -0.756 -3.445
H -1.964 -2.110 -2.812
H -4.585 -1.373 -2.259
H -4.108 -1.086 -3.910
H -5.859 0.596 -2.402
H -5.117 1.002 -3.946
H -5.473 3.102 -2.314
H -3.871 3.683 -2.789
H -4.227 3.359 -1.068
Cl 3.225 0.294 1.185
C 3.745 -1.018 0.115
C 5.051 -1.007 -0.394
C 5.596 -2.122 -1.076
C 4.779 -3.234 -1.268
C 3.467 -3.239 -0.783
C 2.892 -2.107 -0.164
P 1.150 -1.971 0.383
C 1.243 -2.332 2.174
C 0.029 -2.671 2.817
C 0.001 -2.676 4.220
C 1.150 -2.449 4.987
C 2.355 -2.207 4.334
C 2.424 -2.268 2.932
C 0.508 -3.591 -0.256
C 0.409 -3.723 -1.672
C -0.218 -4.817 -2.252
C -0.614 -5.909 -1.447
C -0.423 -5.838 -0.074
C 0.213 -4.721 0.511
H 5.628 -0.124 -0.195
H 6.621 -2.112 -1.448
H 5.113 -4.109 -1.806
H 2.867 -4.155 -0.859
H -0.836 -2.870 2.180
H -0.962 -2.918 4.678
H 1.112 -2.463 6.069
H 3.279 -1.971 4.856
H 3.407 -2.218 2.453
H 0.840 -2.926 -2.320
H -0.328 -4.843 -3.344
H -1.043 -6.818 -1.864
H -0.735 -6.644 0.535
H 0.530 -4.828 1.546
*
```

Summary:
- HOMO-LUMO gap (hartree) = 0.2344
- E_LUMO (hartree) = -0.254
- HOMO (eV) = -13.2971
- electronic energy (a.u.) = -4356.9796

Atomic partial charges in e from the Löwdin method, atoms 1 to 2: atom 1 (Ti): 0.690, atom 2 (S): 0.739



2.
DFT (ωB97M-V with the def2-TZVPD basis set) results for one molecule with the formula C2H5NO in a non-equilibrium geometry.

ORCA input file:
```
! wB97M-V def2-TZVPD RIJCOSX def2/J DEFGRID3
* xyz 0 1
C -0.555 1.522 -0.210
C 0.827 -0.521 -0.017
N -0.408 0.267 -0.188
O -1.488 -0.587 -0.002
H -2.076 -0.143 0.596
H 0.436 1.911 -0.163
H 1.780 -0.048 0.350
H 0.546 -1.341 0.646
H 0.938 -1.059 -1.012
*
```

Summary:
- HOMO-LUMO gap (hartree) = 0.3504
- E_LUMO (hartree) = 0.030
- HOMO (eV) = -8.7182
- electronic energy (a.u.) = -209.0491

Atomic partial charges in e from the natural (NBO) method, atoms 1 to 2: atom 1 (C): -0.147, atom 2 (C): -0.461



3.
DFT (ωB97M-V with the def2-TZVPD basis set) results for one molecule with the formula C5H13NO in a non-equilibrium geometry.

ORCA input file:
```
! wB97M-V def2-TZVPD RIJCOSX def2/J DEFGRID3
* xyz 0 1
C -2.541 0.385 0.290
N -1.534 0.199 1.321
C -0.648 -0.975 1.046
C 0.242 -0.801 -0.204
C 1.329 0.284 0.125
C 2.400 0.477 -0.940
O 1.909 0.579 -2.336
H -2.169 0.773 -0.658
H -3.131 -0.501 0.000
H -3.116 1.212 0.723
H -1.912 -0.097 2.213
H -1.223 -1.898 0.923
H 0.116 -0.983 1.818
H -0.323 -0.483 -1.079
H 0.799 -1.692 -0.516
H 0.743 1.190 0.178
H 1.886 0.028 1.032
H 3.185 -0.276 -1.086
H 2.857 1.444 -0.707
H 1.130 1.135 -2.144
*
```

Summary:
- HOMO-LUMO gap (hartree) = 0.3729
- E_LUMO (hartree) = 0.036
- SMILES = CNCCCCO
- HOMO (eV) = -9.1795
- electronic energy (a.u.) = -328.2514

Atomic partial charges in e from the natural (NBO) method, atoms 1 to 2: atom 1 (C): -0.430, atom 2 (N): -0.621



4.
DFT (ωB97M-V with the def2-TZVPD basis set) results for a 2-piece molecular cluster, C5H14 overall in a non-equilibrium geometry.

ORCA input file:
```
! wB97M-V def2-TZVPD RIJCOSX def2/J DEFGRID3
* xyz 0 1
C 1.884 -0.193 0.689
C 0.899 0.554 1.613
C 0.239 -0.545 2.539
H 1.613 0.078 -0.290
H 2.944 0.175 0.695
H 2.061 -1.307 1.009
H 1.449 1.201 2.211
H 0.144 1.181 1.026
H 0.407 -1.485 2.142
H 0.501 -0.473 3.551
H -0.840 -0.646 2.419
C -0.687 0.169 -2.445
C -2.170 0.140 -1.977
H -0.592 1.009 -3.297
H 0.051 0.441 -1.702
H -0.398 -0.833 -2.847
H -2.837 0.122 -2.785
H -2.309 1.095 -1.302
H -2.362 -0.682 -1.248
*
```

Summary:
- HOMO-LUMO gap (hartree) = 0.4509
- E_LUMO (hartree) = 0.042
- SMILES = CCC.CC
- HOMO (eV) = -11.1305
- electronic energy (a.u.) = -198.8322

Atomic partial charges in e from the natural (NBO) method, atoms 1 to 2: atom 1 (C): -0.622, atom 2 (C): -0.406



5.
DFT (ωB97M-V with the def2-TZVPD basis set) results for one molecule with the formula C4H10O2Si in a non-equilibrium geometry.

ORCA input file:
```
! wB97M-V def2-TZVPD RIJCOSX def2/J DEFGRID3
* xyz 0 1
C -1.380 0.799 -1.809
C -0.397 0.213 -0.736
C 0.668 -0.559 -1.400
C -0.572 0.450 0.620
Si 0.443 0.072 2.024
O 0.071 -1.381 2.668
O 1.934 -0.251 1.492
H -2.163 1.135 -1.190
H -0.750 1.585 -2.179
H -1.618 0.031 -2.575
H 0.333 -1.515 -1.815
H 1.556 -0.698 -0.851
H 0.822 0.155 -2.224
H -1.371 1.095 0.839
H 0.064 1.090 3.026
H -0.336 -1.942 2.023
H 2.697 -0.280 2.087
*
```

Summary:
- HOMO-LUMO gap (hartree) = 0.3680
- E_LUMO (hartree) = 0.026
- SMILES = CC(C)=C[SiH](O)O
- HOMO (eV) = -9.3044
- electronic energy (a.u.) = -598.4289

Atomic partial charges in e from the natural (NBO) method, atoms 1 to 2: atom 1 (C): -0.656, atom 2 (C): 0.174



6.
DFT (ωB97M-V with the def2-TZVPD basis set) results for H14NaO7 as an isolated structure.

ORCA input file:
```
! wB97M-V def2-TZVPD RIJCOSX def2/J DEFGRID3
* xyz 1 1
Na 0.035 -0.166 0.225
O 1.371 2.805 1.212
H 1.680 1.917 1.393
H 1.984 3.144 0.560
O 2.293 -0.060 1.020
H 3.046 -0.087 0.430
H 2.564 -0.578 1.778
O -1.552 -0.926 -1.696
H -2.413 -0.992 -2.108
H -0.933 -1.120 -2.400
O 0.955 0.907 -1.785
H 1.217 0.228 -2.406
H 0.240 1.370 -2.224
O -2.390 -1.050 1.118
H -2.167 -1.298 0.220
H -3.121 -1.622 1.350
O -1.745 1.834 0.743
H -1.719 2.760 0.983
H -2.609 1.711 0.351
O 0.717 -2.836 0.329
H 1.479 -2.768 -0.246
H 1.068 -3.171 1.153
*
```

Summary:
- HOMO-LUMO gap (hartree) = 0.3885
- E_LUMO (hartree) = -0.131
- HOMO (eV) = -14.1283
- electronic energy (a.u.) = -697.2347

Atomic partial charges in e from the natural (NBO) method, atoms 1 to 2: atom 1 (Na): 0.947, atom 2 (O): -0.945



7.
DFT (ωB97M-V with the def2-TZVPD basis set) results for one molecule with the formula C6H9NO in a non-equilibrium geometry.

ORCA input file:
```
! wB97M-V def2-TZVPD RIJCOSX def2/J DEFGRID3
* xyz 0 1
O -1.631 2.356 -0.085
C -0.890 1.458 0.041
C -0.100 0.839 -1.251
C 0.752 -0.568 -1.353
C 0.543 -1.446 -0.022
N -0.408 -0.649 0.838
C -0.534 -0.150 2.024
C -0.011 0.787 1.055
H 0.133 1.672 -1.963
H -0.887 0.374 -2.006
H 0.222 -0.855 -2.318
H 1.845 -0.223 -1.476
H -0.252 -2.307 -0.257
H 1.607 -1.563 0.551
H -1.535 -0.214 2.235
H 0.134 -0.569 2.942
H 1.013 1.057 1.045
*
```

Summary:
- HOMO-LUMO gap (hartree) = 0.3625
- E_LUMO (hartree) = 0.034
- SMILES = O=C1CCCN2C[C@H]12
- HOMO (eV) = -8.9397
- electronic energy (a.u.) = -363.7966

Atomic partial charges in e from the natural (NBO) method, atoms 1 to 2: atom 1 (O): -0.500, atom 2 (C): 0.638



8.
DFT (ωB97M-V with the def2-TZVPD basis set) results for C22H28BInNO8 as an isolated structure in a non-equilibrium geometry.

ORCA input file:
```
! wB97M-V def2-TZVPD RIJCOSX def2/J DEFGRID3
* xyz -1 1
C 4.985 0.079 -1.659
C 4.096 1.292 -1.497
In 4.596 2.751 0.159
O 4.349 4.729 -0.529
C 5.074 5.605 0.448
N 5.897 6.161 1.311
O 3.333 2.324 1.782
C 2.077 3.073 1.625
C 0.813 2.132 1.066
C 0.132 1.423 2.392
C -0.315 3.230 0.517
C -1.226 2.660 -0.728
C -2.536 3.694 -0.833
C -1.776 1.127 -0.528
B 6.802 2.501 0.651
O 7.384 1.152 0.487
O 7.675 3.624 1.091
H 5.357 -0.297 -2.725
H 5.244 -0.511 -0.665
H 3.153 1.482 -2.175
H 2.257 3.876 0.784
H 1.743 3.667 2.586
H 1.149 1.376 0.236
H -0.343 2.292 3.057
H -0.777 0.743 2.052
H 0.915 0.835 3.045
H -0.990 3.595 1.429
H 0.211 4.220 0.111
H -0.624 2.692 -1.743
H -3.087 3.630 0.212
H -3.234 3.447 -1.740
H -2.090 4.781 -0.897
H -0.944 0.309 -0.644
H -2.334 0.947 0.508
H -2.595 0.903 -1.360
H 8.133 1.292 -0.191
H 8.142 3.950 0.265
C -2.788 -1.792 -3.053
C -3.314 -3.021 -3.071
C -2.499 -4.209 -2.750
O -2.979 -5.334 -2.768
C -1.080 -3.986 -2.407
C -0.553 -2.758 -2.388
C -1.369 -1.570 -2.709
O -0.889 -0.445 -2.691
H -3.372 -0.911 -3.286
H -4.353 -3.200 -3.320
H -0.496 -4.868 -2.173
H 0.486 -2.579 -2.139
C -3.896 -6.077 1.805
C -3.227 -5.258 0.988
C -3.236 -3.796 1.194
O -2.625 -3.045 0.446
C -4.011 -3.275 2.338
C -4.680 -4.095 3.154
C -4.671 -5.556 2.949
O -5.281 -6.307 3.697
H -3.900 -7.152 1.668
H -2.653 -5.624 0.146
H -4.006 -2.201 2.475
H -5.254 -3.728 3.997
*
```

Summary:
- HOMO-LUMO gap (hartree) = 0.1550
- E_LUMO (hartree) = -0.016
- HOMO (eV) = -4.6432
- electronic energy (a.u.) = -1726.4949

Atomic partial charges in e from the Löwdin method, atoms 1 to 2: atom 1 (C): -0.170, atom 2 (C): -0.242